[1]
This record from the OMol25 dataset describes a gas-phase ion, CH7N6 (charge +1) in a non-equilibrium geometry. The level of theory is ωB97M-V/def2-TZVPD.

Structure (XYZ):
```
14
Properties=species:S:1:pos:R:3:forces:R:3
N 1.832 0.688 0.139 -1.0393 -3.0899 -2.4514
N 0.752 -1.226 0.240 1.0269 -0.2317 1.7555
N -1.449 -0.240 -0.421 2.0390 0.3694 0.0740
N 0.742 0.829 -0.736 -0.2610 0.4002 -0.2780
N 1.648 -0.496 0.741 -0.3514 -1.1937 1.4965
N -1.892 0.177 0.886 -0.1603 2.0665 -0.7066
C -0.002 -0.445 -0.677 -1.8142 0.5141 -4.4481
H -1.960 -0.975 -0.868 -0.5943 -0.2407 0.0839
H 2.140 -0.832 1.697 -0.9576 1.1493 -2.8408
H 0.039 -0.890 -1.877 -0.3385 0.5757 3.6486
H 0.952 1.118 -1.714 0.4851 -0.3003 1.3476
H -2.705 -0.393 1.122 0.2837 0.2669 0.1195
H 2.116 1.446 0.628 0.9594 2.7802 2.3473
H -2.214 1.238 0.839 0.7224 -3.0660 -0.1479
```
Forces are in eV/Å.

Results
SMILES: NN[C@@H]1N=[NH+]NN1
Charge: +1
Electronic energy, eV: -10078.87467
HOMO (spin up / spin down), eV: -13.0 / -13.0
Relative energy (zero: lowest compared OMol25 entry of this formula, charge and spin), kJ/mol: 533.4
Largest force on an atom, eV/Å: 4.83
E_LUMO (spin up / spin down), Ha: -0.2009 / -0.2009

***

[2]
This record from the OMol25 dataset describes a single C9H10N4O4S molecule in a non-equilibrium geometry. The level of theory is ωB97M-V/def2-TZVPD.

Structure (XYZ):
```
28
Properties=species:S:1:pos:R:3:forces:R:3
S 1.420 -1.710 0.662 6.8537 -1.4512 2.7889
O -3.313 0.659 0.358 0.7607 1.7936 -1.9991
O 2.749 -2.080 0.087 -2.9213 1.0131 -0.9661
O 0.790 -2.818 1.325 -1.9789 0.9068 -1.3682
O -3.685 2.707 -0.336 1.2016 -1.7123 -0.7497
N 2.043 -0.747 1.920 -1.2891 0.9611 -2.3970
N -0.649 -0.126 -0.257 0.7700 -0.3728 1.2368
N 0.955 -0.289 -1.772 -0.4210 -0.2412 -0.2710
N -3.120 1.593 -0.468 -4.1993 0.3920 4.5666
C -2.527 1.812 -2.860 -0.0229 -0.3504 1.2787
C -1.551 1.674 -3.865 1.7469 -0.9501 2.1551
C -0.309 1.010 -3.577 -0.0077 1.2099 -3.8181
C 1.631 -1.580 4.099 -2.3085 1.7338 1.4981
C 1.302 -0.439 3.121 -0.7118 -1.8090 0.3120
C -2.301 1.387 -1.534 4.4350 -1.8905 -3.5268
C -1.069 0.638 -1.337 0.1771 -1.2509 0.4228
C 0.544 -0.656 -0.515 -2.8645 1.8105 -0.5160
C -0.103 0.443 -2.363 0.1479 0.0440 2.1224
H 1.845 -0.536 -2.172 -0.0296 -0.0630 -0.1652
H 0.177 -0.306 2.961 1.7353 0.0046 0.0363
H -3.531 2.148 -3.064 0.0595 0.6592 -0.2233
H 1.504 -1.149 5.107 0.1987 -0.3498 -0.0833
H 1.786 0.406 3.545 -0.1982 1.3180 0.1347
H 2.641 -1.848 3.980 1.1451 -0.7398 -0.0919
H 0.464 0.940 -4.434 -1.3027 0.1438 1.5960
H 0.911 -2.377 4.044 0.1874 -0.6614 -0.3376
H -1.633 2.227 -4.766 -0.3560 -0.0875 -0.8294
H 3.028 -0.981 2.110 -0.8074 -0.0604 -0.8056
```
Forces are in eV/Å.

Results
SMILES: CCNS(=O)(=O)c1nc2c([N+](=O)[O-])cccc2[nH]1
Electronic energy, eV: -34475.22495
HOMO, eV: -9.5
Largest force on an atom, eV/Å: 7.54
E_LUMO, Ha: -0.0511